1.
ORCA calculation (ωB97M-V/def2-TZVPD) on a cluster of 2 separate species, C5H6N2O in total.

```
14
C5H6N2O, DFT ωB97M-V/def2-TZVPD
C 2.244 0.097 0.062
C 2.379 -1.257 0.016
C 0.841 0.361 0.167
C 0.267 -0.872 0.196
C -2.383 -1.459 0.067
N -3.022 -0.445 0.186
N 0.234 1.605 0.320
O 1.172 -1.856 0.091
H 3.017 0.838 0.028
H 3.240 -1.891 -0.061
H -2.428 -2.521 -0.060
H -4.033 -0.318 0.204
H 0.726 2.346 -0.161
H -0.746 1.581 0.084
```

DFT total energy (eV): -10304.0158
Energy relative to the best compared isomer or geometry (same formula, charge and spin) (kcal per mole): 128.86
HOMO-LUMO gap (eV): 6.724

Atomic partial charges in e from the Mulliken method, atoms 1 to 2:
1 C -0.48
2 C -0.51


2.
ORCA calculation (ωB97M-V/def2-TZVPD) on a structure of composition C25H41N2SbSeV.

```
71
C25H41N2SbSeV, DFT ωB97M-V/def2-TZVPD
V 0.736 0.818 0.810
C -0.318 1.831 2.536
C -0.851 0.516 2.351
C 0.188 -0.427 2.590
C 1.344 0.297 2.986
C 1.033 1.700 2.925
C 1.938 2.827 3.328
C 2.598 -0.288 3.551
C -0.003 -1.917 2.680
C -2.292 0.157 2.134
C -1.078 3.123 2.505
H 1.872 2.961 4.413
H 1.650 3.772 2.870
H 2.976 2.632 3.087
H 2.472 -0.385 4.633
H 3.466 0.347 3.391
H 2.812 -1.280 3.155
H -0.409 -2.166 3.663
H 0.933 -2.459 2.567
H -0.704 -2.289 1.938
H -2.712 -0.167 3.090
H -2.416 -0.666 1.434
H -2.885 1.002 1.787
H -1.330 3.416 3.526
H -2.010 3.038 1.949
H -0.497 3.934 2.073
Se 3.049 0.692 0.649
C 3.015 1.248 -1.120
N 2.958 1.642 -2.205
C -1.533 4.229 -1.617
C -0.209 4.343 -1.225
C 0.382 3.282 -0.583
N -0.283 2.132 -0.314
C -1.579 2.031 -0.708
C -2.225 3.052 -1.356
H -2.024 5.052 -2.127
H 0.369 5.238 -1.421
H 1.412 3.343 -0.268
H -2.077 1.102 -0.495
H -3.260 2.925 -1.655
C -2.879 -1.050 -1.804
C -1.799 -2.054 -1.399
C -2.246 -2.989 -0.273
Sb 0.140 -1.188 -1.028
C 1.151 -3.045 -0.572
C 2.581 -2.871 -0.063
C 1.096 -4.001 -1.763
C 0.679 -0.602 -3.044
C 0.102 -1.583 -4.072
C 0.223 0.830 -3.343
H -3.713 -1.582 -2.276
H -2.536 -0.300 -2.516
H -3.294 -0.539 -0.926
H -1.527 -2.661 -2.264
H -2.536 -2.444 0.626
H -1.489 -3.726 0.000
H -3.130 -3.549 -0.597
H 0.533 -3.440 0.233
H 3.223 -2.370 -0.791
H 3.018 -3.859 0.122
H 2.630 -2.318 0.871
H 1.730 -3.659 -2.582
H 0.085 -4.166 -2.145
H 1.483 -4.976 -1.446
H 1.764 -0.646 -3.032
H -0.986 -1.498 -4.142
H 0.353 -2.624 -3.893
H 0.502 -1.318 -5.058
H -0.866 0.906 -3.371
H 0.589 1.116 -4.334
H 0.614 1.567 -2.645
```

Expectation value of S²: 0.80
Net charge: +2
DFT total energy (eV): -127127.6102
Energy relative to the best compared isomer or geometry (same formula, charge and spin) (kcal per mole): 4.40
2S+1: 2
HOMO-LUMO gap (alpha / beta) (eV): 7.175 / 7.840

Atomic partial charges in e from the Mulliken method, atoms 1 to 2:
1 V 0.44
2 C 0.18


3.
ORCA calculation (ωB97M-V/def2-TZVPD) on a cluster of 10 separate species, C22H62BN3O12P in total.

```
101
C22H62BN3O12P, DFT ωB97M-V/def2-TZVPD
C -0.285 -2.271 -4.721
B 0.693 -1.057 -4.899
O 1.727 -1.156 -5.812
C 0.591 0.350 -4.148
C 0.699 1.546 -4.910
N 0.648 2.743 -4.430
N 0.522 2.823 -3.112
P 0.447 4.511 -2.460
N -0.800 4.735 -1.560
C 0.417 1.809 -2.264
O 0.309 1.987 -0.958
C 1.669 2.095 -0.348
C 1.794 1.232 0.915
C 3.210 0.616 0.924
C 1.522 2.148 2.155
C 2.236 1.665 3.424
C -0.034 2.207 2.347
C 0.438 0.493 -2.789
C 0.300 -0.679 -1.851
C -1.040 -0.524 -1.050
O -1.533 -1.771 -0.602
H -0.336 -2.786 -5.685
H -1.302 -1.950 -4.488
H 0.094 -2.973 -3.973
H 2.440 -1.705 -5.450
H 0.823 1.414 -5.980
H 1.648 4.778 -1.773
H 0.376 5.334 -3.594
H -0.466 5.017 -0.640
H 1.890 3.150 -0.189
H 2.395 1.723 -1.081
H 1.093 0.394 0.891
H 3.523 0.272 -0.067
H 3.933 1.360 1.269
H 3.286 -0.243 1.590
H 1.920 3.138 1.904
H 1.996 2.377 4.219
H 3.318 1.626 3.318
H 1.819 0.690 3.693
H -0.336 3.251 2.413
H -0.509 1.689 1.514
H -0.253 1.635 3.259
H 0.249 -1.637 -2.354
H 1.098 -0.606 -1.106
H -0.909 0.122 -0.181
H -1.782 -0.033 -1.689
H -1.422 -1.842 0.352
C -1.364 1.157 6.572
O -0.646 1.743 5.485
H -2.221 0.628 6.164
H -0.728 0.450 7.111
H -1.713 1.931 7.258
H 0.106 2.209 5.861
C 3.924 -2.041 -8.818
O 4.618 -1.174 -7.925
H 4.473 -2.075 -9.755
H 3.868 -3.048 -8.396
H 2.917 -1.658 -9.004
H 4.120 -1.158 -7.105
C 2.869 -4.825 -2.980
O 2.872 -4.092 -4.206
H 3.823 -4.662 -2.487
H 2.063 -4.478 -2.327
H 2.746 -5.892 -3.177
H 2.024 -4.250 -4.633
C -3.885 -3.324 2.003
O -3.150 -2.426 2.826
H -3.386 -3.376 1.036
H -3.905 -4.322 2.447
H -4.906 -2.962 1.861
H -3.592 -2.381 3.684
C -2.957 -2.813 6.509
O -3.892 -2.066 5.734
H -2.377 -3.439 5.834
H -2.280 -2.139 7.042
H -3.479 -3.448 7.228
H -4.401 -1.511 6.333
C -6.436 0.981 5.033
O -5.820 0.148 6.013
H -5.660 1.348 4.366
H -7.167 0.412 4.454
H -6.929 1.830 5.511
H -6.515 -0.170 6.597
C -1.818 -4.927 -2.778
O -2.569 -3.741 -3.003
H -1.919 -5.563 -3.654
H -0.758 -4.689 -2.629
H -2.196 -5.460 -1.904
H -2.471 -3.187 -2.222
C -3.312 6.885 0.748
O -3.931 5.757 0.143
H -3.902 7.173 1.614
H -2.297 6.636 1.074
H -3.273 7.723 0.047
H -3.399 5.512 -0.621
C 6.810 0.434 2.104
O 6.223 -0.632 1.362
H 6.137 0.689 2.920
H 7.772 0.127 2.518
H 6.951 1.312 1.468
H 6.826 -0.849 0.646
```

Net charge: +1
DFT total energy (eV): -62813.4170
HOMO-LUMO gap (eV): 7.220

Atomic partial charges in e from the Mulliken method, atoms 1 to 2:
1 C -0.79
2 B 0.69


4.
ORCA calculation (ωB97M-V/def2-TZVPD) on a structure of composition C8H12Br2O2.

```
24
C8H12Br2O2, DFT ωB97M-V/def2-TZVPD
C 0.541 -1.372 0.391
C -0.643 -1.376 -0.610
C 0.654 0.016 1.112
C -0.727 0.376 -0.969
C 2.173 0.318 1.126
C 0.010 0.106 2.517
C 0.121 0.552 -2.154
C -2.080 0.955 -1.156
O 1.287 -2.291 0.590
O -0.214 0.824 0.289
Br -0.416 -2.517 -2.167
Br -2.251 -1.965 0.295
H 2.162 1.296 0.812
H 2.829 -0.170 0.488
H 2.622 0.195 2.096
H 0.241 1.040 2.968
H 0.633 -0.576 3.169
H -1.091 -0.154 2.325
H 1.002 0.125 -1.904
H 0.352 1.660 -2.403
H -0.177 0.014 -3.030
H -2.624 0.699 -0.193
H -2.443 0.304 -2.033
H -1.960 1.941 -1.558
```

DFT total energy (eV): -152668.5136
HOMO-LUMO gap (eV): 9.590

Atomic partial charges in e from the Mulliken method, atoms 1 to 2:
1 C 0.06
2 C 0.33


Q: Among the records above, which one has the lowest DFT total energy?
A: C8H12Br2O2


Q: DFT total energy of number 4 (C8H12Br2O2)?
A: -152668.5136 eV